Entry 1:
Here is a 2-piece molecular cluster, C10H16O overall at a distorted geometry from OMol25. Energies are from wB97M-V/def2-TZVPD.

Molecular weight: 152.24 u
Strongest force on any atom: 4.51 eV Å⁻¹
Spin multiplicity: 2
Net charge: +1
Expectation value of S²: 0.768
E: -12666.3279 eV

Last column: Mulliken charge in e.
Positions of all 27 atoms, in Å:
O: 0.579408 1.230646 -2.836531  -0.478
C: -1.277931 -0.049006 0.698183  0.610
C: -1.374861 0.452980 -1.670355  -0.729
C: -1.808634 -0.774487 1.902338  -0.870
C: -2.036523 0.230611 -0.455400  -0.428
C: 0.091767 0.293086 0.739898  -0.498
C: -0.062724 0.803909 -1.678920  0.848
C: -2.378311 0.088305 3.040364  -1.055
C: 0.676602 0.733020 -0.471463  -0.431
C: 2.938510 -1.857914 -0.223571  -0.506
C: 3.523261 -0.576608 0.432110  -1.154
H: -2.046520 0.650749 -2.440386  0.359
H: 3.409718 -2.888373 -0.147452  0.338
H: -3.014730 0.782982 2.584403  0.402
H: -2.731733 -0.556938 3.874866  0.352
H: -3.144582 0.194210 -0.457739  0.420
H: -0.009279 1.420873 -3.685355  0.401
H: 0.738901 0.072648 1.542269  0.570
H: 1.843006 -1.987856 0.036076  0.107
H: 1.747786 1.061446 -0.631919  0.345
H: 3.853955 0.103773 -0.327626  0.379
H: 3.162265 0.107931 1.166857  0.397
H: -2.684319 -1.334590 1.527563  0.356
H: -1.523572 0.687389 3.665003  0.249
H: 4.254320 -0.946678 1.218001  0.287
H: -1.248961 -1.537015 2.302743  0.538
H: 3.011544 -1.739107 -1.414165  0.192

Forces on atoms 1 to 2 (eV/Å):
O -2.0052 -0.1121 0.5878
C 1.3518 -0.4159 2.2175

---

Entry 2:
Here is an isolated molecule of C23H28N4O3 from OMol25. Energies are from wB97M-V/def2-TZVPD.

Molecular weight: 408.50 u
Strongest force on any atom: 0.96 eV Å⁻¹
SMILES string: COc1ccc(OCC(=O)Nc2ccc3c(c2)nc(CCN2CCCC2)n3C)cc1
E: -36408.5621 eV

Last column: Mulliken charge in e.
Positions of all 58 atoms, in Å:
O: 4.674903 -2.194318 -3.485708  -0.535
O: 4.814995 -2.715928 -0.042065  -0.604
O: -0.523248 -0.652021 -2.463618  -0.493
N: 0.774901 -0.172274 1.749847  -0.782
N: -3.706374 0.527316 2.641096  0.065
N: 4.673371 -0.748385 -1.201592  -0.121
N: 0.285425 1.819103 0.871734  0.223
C: 1.460670 -0.512646 -3.702652  -0.615
C: 1.738562 0.139153 0.826554  0.804
C: 2.848447 -0.585232 0.410633  -0.434
C: -2.532173 0.498067 1.806738  -0.448
C: 3.323845 1.220684 -1.146221  -0.547
C: -1.262705 -1.216898 -1.407186  -0.652
C: 2.547127 -2.688370 -2.387891  -0.089
C: 0.709434 -1.173474 -2.730417  0.491
C: -4.162179 1.859879 3.021403  -0.413
C: -0.392028 3.049611 0.582017  -1.218
C: 1.251914 -2.287977 -2.105484  -0.277
C: -5.692179 1.773528 3.139361  -0.663
C: 1.438823 1.397130 0.255541  0.295
C: 2.236341 1.955800 -0.728599  -1.193
C: -5.988520 0.279964 2.993146  -0.637
C: -0.060503 0.828261 1.754805  0.565
C: -1.277012 0.882429 2.605371  -1.383
C: 3.622160 -0.035881 -0.596490  0.259
C: 2.754525 -0.900205 -3.970095  -0.348
C: 5.391575 -2.720124 -2.382950  -0.533
C: 4.939197 -2.077474 -1.060104  0.329
C: 3.325983 -1.968700 -3.281970  -0.122
C: -4.848173 -0.186850 2.099803  -0.702
H: -4.671226 -1.262433 2.155573  0.368
H: -1.133199 3.258677 1.350577  0.371
H: 1.020068 0.329285 -4.212084  0.433
H: -6.165279 2.330226 2.329513  0.287
H: -5.915767 -0.215282 3.960620  0.288
H: 2.012960 2.915235 -1.169514  0.411
H: -3.874262 2.615473 2.272566  0.190
H: -2.635236 1.165095 0.927578  0.365
H: 2.945265 -3.547845 -1.872745  0.385
H: -6.054240 2.175267 4.083505  0.316
H: -0.704353 -1.185526 -0.465845  0.175
H: -3.701356 2.134341 3.974719  0.292
H: -0.891320 2.994107 -0.389735  0.325
H: -1.154115 0.170557 3.420173  0.345
H: 5.272197 -3.806802 -2.297740  0.349
H: -1.399109 1.879997 3.031251  0.363
H: -1.551429 -2.250244 -1.624939  0.409
H: 0.691389 -2.847773 -1.375113  0.403
H: -6.969147 0.083364 2.564791  0.368
H: -2.161632 -0.608147 -1.318629  0.238
H: 3.955505 1.609078 -1.932143  0.360
H: 3.077541 -1.545648 0.837905  0.590
H: 3.350941 -0.367980 -4.694904  0.454
H: -5.048948 0.082097 1.047007  0.340
H: 0.329571 3.868570 0.555718  0.398
H: -2.405781 -0.523413 1.440210  0.267
H: 4.968749 -0.343190 -2.081811  0.288
H: 6.445109 -2.501255 -2.581507  0.400

Forces on atoms 1 to 2 (eV/Å):
O -0.0990 0.0912 -0.2152
O -0.1138 -0.1265 0.1149

---

- Which formula does entry 2 have?
  C23H28N4O3